[1]
DFT (the ωB97M-V functional and the def2-TZVPD basis) results for a 10-piece molecular cluster, C13H46O10 overall at a distorted geometry.

XYZ file:
```
69
Properties=species:S:1:pos:R:3:forces:R:3
C -3.539234 3.563646 0.036163 1.0042 0.2925 0.4430
C -4.028654 4.972876 -0.219087 1.2552 -0.3393 0.3164
O -5.078524 4.854986 -1.112147 -1.6345 0.6132 -0.5762
H -3.324674 3.064476 -0.908767 -0.2128 -0.1203 0.0284
H -4.274194 3.014836 0.625003 -0.0306 -0.0720 -0.1904
H -2.597104 3.565276 0.584323 0.0698 -0.0767 0.2057
H -3.299854 5.633746 -0.688357 0.6667 -0.1546 0.1354
H -4.260224 5.473256 0.721173 -0.7801 -0.0424 -0.0971
H -4.644624 4.599986 -1.929647 -0.3352 -0.1156 -0.2736
C 0.437486 0.205616 -0.201657 0.6543 -1.3952 0.0201
C -0.702534 -0.059814 -1.171597 -0.0578 0.5982 0.3132
O -1.775504 0.788066 -0.856067 -0.5303 1.1365 -0.9488
H 0.205406 0.048286 0.851673 -0.4515 0.2814 0.0409
H 0.898466 1.181306 -0.355327 -0.3603 0.1248 -0.0059
H 1.217486 -0.536894 -0.370107 0.3027 -0.1062 -0.1967
H -1.172454 -1.040904 -1.240487 0.9677 -0.6263 0.2669
H -0.330854 0.205226 -2.161397 -0.2812 -0.0533 -0.1943
H -2.090184 0.608816 0.033013 -0.0691 0.0162 0.4834
C -1.746524 1.675656 3.764573 0.4779 -0.2277 0.5194
C -2.097674 0.371226 3.013903 0.3234 0.8849 1.6198
O -2.663624 0.676446 1.752553 -0.2170 -0.6472 0.1039
H -0.975584 1.471786 4.507653 0.1184 -0.2162 0.0650
H -2.548204 2.132926 4.344493 -0.3986 -0.1846 -0.3195
H -1.323114 2.464206 3.142463 -0.1097 -0.2513 -0.4198
H -2.788294 -0.218254 3.616933 -0.3981 0.1492 0.0208
H -1.233904 -0.293534 3.022803 0.3329 0.2433 -0.9540
H -3.590514 0.458046 1.874113 -0.1675 0.1463 -0.5522
C 4.195536 1.493956 0.513513 -0.3962 0.0519 -0.2874
O 4.438606 0.094116 0.351723 0.3598 0.1414 0.5221
H 4.828456 2.068466 -0.162837 -0.0723 0.0270 -0.0840
H 3.142196 1.650706 0.281113 0.1240 0.2113 -0.0060
H 4.393076 1.826736 1.532503 -0.0836 -0.0706 0.0599
H 5.105156 -0.103254 1.013803 0.2239 -0.3249 -0.1268
C 4.272576 -3.224224 1.187793 -0.7749 0.3749 0.2756
O 3.473706 -2.536924 0.224073 0.2737 -0.5808 -0.1607
H 3.577996 -3.794574 1.804543 0.2259 -0.1871 0.1311
H 5.022606 -3.893124 0.765753 -0.0286 0.1379 -0.2305
H 4.736646 -2.461864 1.813513 0.3153 -0.2638 0.2473
H 3.769456 -1.623654 0.231473 -0.2131 0.4577 -0.3674
C -2.691094 1.148646 -4.067637 0.5541 -1.2751 -0.7469
O -2.269964 2.225016 -3.294667 -0.3102 0.7392 -0.0477
H -1.855034 0.466466 -4.221627 0.2836 -0.2457 -0.1159
H -3.460634 0.514996 -3.626727 -0.4211 0.3258 0.2250
H -2.988764 1.435156 -5.076297 -0.2177 0.4634 0.2097
H -2.016124 1.845416 -2.450237 0.0245 0.0281 0.6149
C 0.994226 -3.579844 -1.952797 0.0461 -0.7093 -0.6619
O 1.019436 -3.679784 -0.574597 -0.0089 0.2931 1.6542
H 1.967926 -3.270254 -2.332487 -0.0596 0.1648 -0.2625
H 0.821456 -4.614414 -2.249297 -0.2779 0.1829 -0.9904
H 0.206616 -2.893164 -2.262997 0.0339 -0.0744 -0.4110
H 1.840016 -3.278504 -0.279287 0.2565 0.2495 0.5458
C 2.490856 -0.358174 3.225373 0.2132 -0.2484 -1.1242
O 1.539006 -0.216414 4.231223 -0.2089 -0.0055 0.9717
H 2.478266 -1.377764 2.840183 -0.2156 -0.0538 0.0341
H 2.222686 0.307536 2.405003 0.3309 0.0640 -0.2928
H 3.517746 -0.175554 3.542003 0.0854 0.2115 0.2026
H 1.839976 0.503276 4.790733 -0.2580 0.0274 0.1622
C -1.786694 -3.167814 1.328633 1.6139 0.6572 -0.0612
O -1.573234 -4.275974 0.548883 -0.8377 -2.1811 -0.9296
H -1.896704 -2.300124 0.678153 -1.0053 0.4379 0.3189
H -2.560104 -3.409564 2.057663 -0.1602 0.4926 -0.2568
H -0.842884 -2.957814 1.831843 0.0422 0.2474 0.7958
H -0.859274 -4.166384 -0.083447 0.3975 0.3838 0.3043
C 1.996606 -0.416724 -3.987667 0.2863 0.6272 -0.1767
O 0.710046 -0.820364 -4.304587 -1.4982 -1.0054 -0.0974
H 2.212756 0.409266 -4.665247 0.7177 0.3345 0.4046
H 1.940916 -0.106834 -2.944127 0.3654 0.2244 -0.0784
H 2.755336 -1.192354 -4.091647 0.0407 -0.1816 -0.0203
H 0.617816 -0.975634 -5.247447 0.0946 -0.0073 0.0029
```
Forces are in eV/Å.

Results
Lowest unoccupied orbital energy   0.162 eV
Orbital gap   0.3474 Ha
Structure (SMILES)   CCO.CCO.CCO.CO.CO.CO.CO.CO.CO.CO
Spin multiplicity   1

=====

[2]
DFT (the ωB97M-V functional and the def2-TZVPD basis) results for C13H47BN15O9Pd as an isolated structure at a distorted geometry.

XYZ file:
```
86
Properties=species:S:1:pos:R:3:forces:R:3
Pd 0.712792 2.029336 1.231587 0.7081 1.3636 -0.2531
B 0.248362 -0.123464 0.856537 -1.0835 -0.1397 0.3540
H 0.203542 -1.189304 0.694647 0.0495 -3.3718 -0.9504
H -0.638828 0.339726 0.453317 -3.2888 1.2771 -1.7123
H 0.321872 0.086486 1.912367 -0.2677 -0.0593 4.0211
H 1.090482 0.363706 0.389907 3.6333 1.1250 -2.4378
C -1.901798 -3.993744 -0.278283 0.3286 -0.2965 1.7842
O -1.899048 -3.678724 -1.573313 -1.1689 0.3636 -4.4610
C -3.103238 -3.085974 -2.168453 1.2624 2.1855 1.8998
C -2.720688 -1.558354 -2.352543 -0.2247 -1.6558 -1.5447
N -2.109868 -1.429694 -3.681693 0.1215 1.1428 0.5423
C -1.449498 -0.108374 -3.747243 -0.5090 -1.0597 -0.6722
C -0.466178 -0.144164 -4.899933 1.4140 0.6060 1.3726
O 0.743282 -0.821974 -4.446493 0.8238 0.6316 -1.1028
C 1.737422 -0.793124 -5.509103 -0.7933 -1.0680 -0.9789
H -2.352668 -4.953314 -0.025213 -0.3891 -0.2496 -0.0442
H -2.399968 -3.195924 0.272547 0.1382 0.0652 0.7220
H -0.837118 -4.084274 -0.062943 0.0301 0.1496 0.7944
H -3.889678 -3.015644 -1.417003 -0.3312 -0.8392 -0.0418
H -3.391798 -3.581314 -3.095523 0.1112 0.0139 0.2226
H -2.003488 -1.314854 -1.568683 -0.0066 0.0681 0.3516
H -3.539008 -0.839194 -2.317133 -0.2654 -0.3329 0.2551
H -1.360278 -2.105264 -3.724423 0.2167 -0.3290 -0.0631
H -1.046798 0.118576 -2.760113 0.7410 0.1811 -0.1185
H -2.160928 0.696656 -3.931343 -0.3896 -0.1178 -0.1870
H -0.122648 0.866416 -5.120863 -0.3432 0.2081 -0.4477
H -0.889708 -0.610364 -5.789533 0.0047 -0.1297 0.0407
H 2.630272 -1.416954 -5.467243 -0.5676 -0.8156 1.3177
H 2.253062 0.121886 -5.800613 -0.9789 1.0281 0.4438
H 1.140732 -1.187134 -6.331793 0.5640 0.2531 -0.6940
C 2.325592 -2.175034 -1.612063 1.9810 -1.6271 1.1198
O 3.029012 -2.717204 -2.405233 2.0308 -1.4889 -2.1066
N 2.427982 -2.192084 -0.299323 1.5310 -0.9265 3.8568
N 1.309382 -1.462614 -1.861073 -4.7819 3.6189 -2.6172
H 1.882352 -1.463454 0.138267 0.9378 -0.6426 0.7835
H 3.097672 -2.750364 0.210507 -0.0980 0.4448 -0.2027
H 1.075342 -1.319394 -2.833093 -0.5140 0.1546 0.1777
H 0.737812 -1.216504 -1.065563 -0.5207 0.1859 -1.0389
C -3.736328 -0.683694 1.217477 -2.0981 2.8026 -2.6525
O -3.933218 0.002046 0.174927 -0.0323 -0.4682 1.2341
N -4.751408 -1.121484 1.965577 -1.1967 -0.9619 0.6667
N -2.545478 -0.857144 1.690557 1.8363 -1.1301 1.1601
H -4.537528 -1.661384 2.791927 -0.4611 0.3463 -0.0475
H -5.648158 -0.669134 1.859227 0.1708 -0.4638 -0.0898
H -2.434888 -1.630834 2.330297 0.7575 0.4947 -0.0062
H -1.817568 -0.319464 1.242057 0.5726 -0.5784 0.0594
C 0.272832 2.917516 -2.012053 2.0926 0.5618 2.2052
O 0.254572 2.793826 -0.776033 -0.6340 -0.2989 -0.0091
N 0.136642 4.095646 -2.559113 -1.2749 3.1130 -1.0842
N 0.717332 2.066826 -2.895053 0.8592 -2.9134 -1.3869
H 0.002032 4.920166 -1.991533 -0.1229 -0.2595 -0.2885
H 0.351962 4.159746 -3.543813 -0.2682 0.7162 0.4142
H 0.844112 2.386926 -3.844553 0.0364 -0.4139 0.2771
H 1.255262 1.256636 -2.622433 -0.3719 -0.2647 0.0721
C 2.238122 -2.032004 3.156167 0.6248 2.3473 -3.3459
O 3.020972 -1.398664 2.500377 2.4842 1.3654 -2.2661
N 1.066042 -2.314674 2.788417 -6.2675 -1.9201 -3.1525
N 2.416592 -2.269414 4.355037 2.2461 -2.3730 9.2772
H 0.701502 -1.910344 1.937687 0.1812 -0.1839 0.0589
H 0.385192 -2.814104 3.342597 0.4107 0.0809 -0.0611
H 1.692932 -2.784954 4.835277 0.6423 0.0684 0.4105
H 3.334482 -2.188294 4.768567 -0.1997 -0.2097 -0.0650
C 4.064762 1.835536 1.101467 0.6171 -2.7558 1.0527
O 2.884682 2.059006 1.058257 -3.2251 1.5301 -0.6176
N 4.979912 2.582256 0.573717 1.9025 2.4098 -1.3301
N 4.536632 0.734676 1.680617 0.6894 -0.8377 0.6795
H 5.937632 2.315566 0.751917 -0.1363 0.6895 -0.5456
H 4.682482 3.399646 0.060387 0.5611 -0.0723 0.2042
H 5.525052 0.537326 1.616007 -0.3706 -0.2705 0.0302
H 3.893372 -0.026384 1.845287 -0.0201 -0.2664 0.3144
C -2.332528 3.293636 1.298807 0.1372 -3.5177 -0.1837
O -1.354468 2.593346 1.540177 1.2729 -0.5600 0.5426
N -3.391448 2.829576 0.668847 -1.9823 -0.5227 -1.3042
N -2.520028 4.468096 1.767867 -0.2300 4.6642 1.2721
H -4.257678 3.330336 0.806667 0.1039 -0.1926 -0.1797
H -3.522618 1.854176 0.441927 0.3641 -0.5989 -0.2559
H -3.248668 4.965176 1.275847 0.3182 0.6611 0.6807
H -1.831598 4.941756 2.335147 -0.1721 -0.0134 -0.3987
C 1.031742 1.612126 4.546747 -0.5314 0.9156 -0.0491
O 1.074912 1.854066 3.359167 0.2423 0.2670 -1.6469
N 1.773392 0.753386 5.166457 2.1847 -2.4578 0.5998
N 0.241182 2.265036 5.365747 -1.9634 1.7455 0.9921
H 2.303682 0.127906 4.576827 0.2906 -0.0941 0.5295
H 1.759122 0.731726 6.176127 0.3660 -0.5113 -0.4479
H -0.406438 2.898716 4.919517 -0.0223 -0.0426 0.6278
H 0.207152 2.004596 6.340997 -0.4896 0.4567 -0.3312
```
Forces are in eV/Å.

Results
Total charge   +1
Lowest unoccupied orbital energy (alpha / beta)   -2.104 / -3.937 eV
Orbital gap (alpha / beta)   0.3063 / 0.2389 Ha
Spin multiplicity   3

=====

[3]
DFT (the ωB97M-V functional and the def2-TZVPD basis) results for a 11-piece molecular cluster, C13H48N10O11 overall at a distorted geometry.

XYZ file:
```
82
Properties=species:S:1:pos:R:3:forces:R:3
N 3.683695 2.277683 -1.031805 2.0729 -3.0763 1.7737
C 2.563695 2.887683 -1.316805 -4.4759 3.7014 2.8195
N 2.583695 3.369683 -2.547805 -1.3846 1.9378 -4.8389
O 1.580695 3.231683 -0.413805 4.5975 -2.0165 -3.9956
H 3.554695 1.669683 -0.176805 0.5781 1.8136 -1.6913
H 4.347695 1.928683 -1.764805 -1.3683 0.7442 0.9798
H 1.797695 3.960683 -2.991805 1.6959 -1.5469 1.5647
H 3.324695 3.106683 -3.270805 -1.5746 0.4312 1.8502
N -2.096305 -3.253317 -3.408805 0.9274 -4.4670 -7.9545
C -2.461305 -2.861317 -2.297805 -6.9130 -1.3796 6.7454
N -1.693305 -2.003317 -1.702805 0.5084 1.1436 1.9267
O -3.620305 -3.427317 -1.775805 5.1682 2.5620 -1.6430
H -2.649305 -4.101317 -3.650805 0.8438 1.1265 -0.4891
H -1.251305 -3.008317 -3.922805 -0.5066 -0.1864 0.5700
H -2.096305 -1.744317 -0.827805 -0.0627 1.0507 0.2804
H -0.991305 -1.423317 -2.170805 -0.4432 -0.3507 0.6495
N -1.088305 -0.743317 1.158195 -3.8441 -4.2295 3.2664
C -1.342305 0.099683 0.268195 -6.9046 3.9292 -5.8012
N -0.296305 0.701683 -0.218805 0.8158 1.7343 -2.0628
O -2.573305 0.307683 -0.251805 4.3125 -0.7360 2.1283
H -1.880305 -1.211317 1.660195 1.6735 0.9442 -0.0753
H -0.211305 -0.637317 1.494195 3.2152 -0.3715 2.4280
H 0.601695 0.548683 0.188195 0.3664 0.1753 0.3639
H -0.451305 1.438683 -0.908805 0.1000 -0.1995 0.5496
N 3.682695 1.225683 1.415195 2.2606 5.6571 5.1779
C 2.963695 0.241683 1.033195 -7.0727 -2.1066 2.8385
N 3.492695 -0.379317 0.031195 -0.7481 -4.9905 -3.6686
O 1.745695 -0.002317 1.516195 5.1960 0.8127 -2.0512
H 3.271695 1.882683 2.202195 1.2916 -1.9204 -2.2498
H 4.690695 1.319683 1.160195 -1.4333 -0.1488 0.8337
H 4.385695 -0.164317 -0.417805 -0.7817 -0.4072 0.4617
H 2.846695 -1.143317 -0.348805 1.8048 1.3769 0.5370
N 0.177695 -3.175317 0.865195 -2.0538 0.7677 -1.7448
C 0.871695 -3.346317 1.983195 -0.7326 4.4911 3.7781
N 1.637695 -4.458317 1.929195 0.6589 -1.1930 1.4369
O 0.834695 -2.407317 3.022195 0.7183 -5.3680 -5.3214
H -0.467305 -2.352317 0.745195 1.0091 -1.0340 0.4611
H -0.021305 -3.915317 0.167195 0.6729 0.6638 0.9614
H 2.116695 -4.661317 2.822195 -0.5481 -0.2010 -1.0204
H 1.283695 -5.240317 1.333195 0.7544 1.0590 1.0988
C -0.293305 2.110683 3.398195 1.3293 -2.2977 0.2823
C -0.699305 3.140683 2.420195 -1.9940 -0.3152 -0.5890
O 0.241695 4.145683 2.588195 0.5749 1.7913 -0.7716
H -0.816305 1.163683 3.273195 -0.1824 -0.0986 0.0968
H -0.435305 2.431683 4.428195 -0.0675 0.1827 -0.0332
H 0.818695 1.845683 3.299195 -1.4938 0.4181 -0.0371
H -1.731305 3.509683 2.668195 0.8476 0.0229 0.0268
H -0.837305 2.808683 1.346195 0.6815 0.0619 1.0827
H 0.852695 4.043683 1.857195 0.3276 0.2059 -0.1890
C 2.596695 0.084683 -3.587805 0.4377 2.2207 0.0058
C 1.411695 0.155683 -2.625805 2.1088 1.2519 0.6541
O 0.640695 -0.972317 -2.776805 -0.0290 -1.2269 1.1504
H 3.069695 -0.852317 -3.532805 0.3768 -1.4993 -0.0269
H 3.418695 0.802683 -3.318805 -0.8408 -0.3695 -0.1932
H 2.333695 0.313683 -4.627805 -0.0799 -0.1927 0.1668
H 0.812695 1.037683 -2.739805 -0.2930 0.6504 -0.4173
H 1.815695 0.252683 -1.602805 -0.4304 -0.5468 -0.4441
H 0.293695 -0.861317 -3.634805 -0.9740 -0.1166 -1.7715
C -2.012305 3.667683 -1.518805 -0.2888 1.8901 -0.7049
O -0.757305 3.028683 -1.635805 -1.3388 -1.6445 -1.5220
H -2.945305 3.050683 -1.752805 1.8025 0.4520 0.7154
H -2.000305 4.566683 -2.185805 -0.3615 -0.7249 -0.0602
H -1.993305 4.144683 -0.556805 -0.9395 -0.2253 0.8820
H -0.029305 3.559683 -1.349805 0.8820 0.6474 0.8508
C -3.069305 1.218683 -3.791805 0.2702 -1.0804 -1.8268
O -1.710305 1.614683 -3.897805 -0.1683 -1.5434 -1.5660
H -3.241305 0.244683 -3.285805 0.1656 0.8953 0.3761
H -3.345305 1.036683 -4.838805 -0.4401 0.1295 0.2023
H -3.608305 2.071683 -3.430805 -0.8751 -0.0490 0.4435
H -1.559305 2.076683 -3.117805 1.2160 1.2496 2.1268
C -0.667305 -2.041317 5.616195 -0.9137 -0.4465 1.9953
O 0.030695 -0.980317 5.160195 0.9131 2.0420 0.4412
H -0.214305 -2.983317 5.361195 0.3259 -0.6566 0.0471
H -1.668305 -2.016317 5.238195 -1.0514 -0.2278 -0.2051
H -0.722305 -1.896317 6.705195 -0.1420 -0.5953 -0.1116
H 0.262695 -1.228317 4.291195 0.8554 -0.0046 -1.9605
C -3.066305 -3.165317 1.823195 0.4566 -1.1994 -1.4465
O -2.296305 -2.537317 2.784195 -0.1294 0.5176 1.2618
H -3.466305 -2.402317 1.193195 -0.7365 0.4945 -0.4111
H -3.849305 -3.832317 2.169195 -0.2029 0.1172 0.3265
H -2.402305 -3.742317 1.161195 -0.3016 -0.2255 -0.0053
H -2.011305 -3.155317 3.451195 0.3087 -0.1476 0.2846
```
Forces are in eV/Å.

Results
Lowest unoccupied orbital energy   -0.559 eV
Orbital gap   0.2878 Ha
Structure (SMILES)   NC(N)=O.NC(N)=O.NC(N)=O.NC(N)=O.NC(N)=O.CCO.CCO.CO.CO.CO.CO
Spin multiplicity   1